Record 1
{
  "formula": "C41H56F21N6O23S7",
  "method": "wB97M-V/def2-TZVPD",
  "homo_ha": -0.170,
  "max_force_ha_per_bohr": 0.110,
  "total_charge": -1,
  "elements": ["O", "H", "H", "H", "H", "C", "H", "C", "H", "H", "H", "H", "F", "C", "F", "H", "N", "C", "F", "H", "O", "H", "O", "C", "H", "C", "O", "H", "O", "H", "O", "C", "F", "S", "H", "O", "S", "F", "H", "O", "H", "O", "N", "H", "C", "C", "O", "H", "O", "C", "H", "C", "C", "H", "H", "H", "H", "C", "H", "H", "H", "S", "O", "C", "F", "F", "H", "H", "C", "S", "H", "C", "C", "F", "F", "O", "H", "N", "H", "C", "H", "C", "F", "H", "H", "F", "O", "O", "F", "O", "N", "N", "F", "H", "F", "H", "H", "S", "S", "H", "H", "F", "F", "O", "C", "H", "C", "H", "C", "C", "C", "C", "O", "H", "C", "O", "O", "H", "F", "H", "H", "H", "H", "C", "H", "O", "N", "C", "C", "C", "O", "H", "H", "S", "C", "C", "F", "H", "F", "C", "C", "C", "C", "C", "C", "F", "C", "C", "H", "F", "H", "H", "O", "C"],
  "coordinates": [[3.23740, -4.31922, -5.46216], [-0.32979, 0.28767, 2.38044], [-5.21913, -3.63928, -5.80399], [-4.56435, -5.05079, -9.26936], [-0.97602, -1.88201, -6.73614], [10.13637, 6.24232, 2.69873], [6.24291, 8.20845, 2.54098], [-2.90327, -3.20296, -8.51980], [3.54957, 8.67987, -1.92252], [12.18087, 4.57649, 3.07292], [0.17392, 2.21709, -0.76048], [11.21707, 3.14547, 3.15208], [5.35549, -5.72426, 1.52876], [6.32428, -5.39602, 2.42352], [5.16812, 1.25989, 8.42441], [-6.46091, -1.53768, 3.10206], [0.43252, 0.52256, 0.47553], [-0.70344, 0.74265, 1.46311], [-3.66780, -11.97020, -1.38179], [-1.70075, -2.84053, 0.18472], [-3.83262, 6.45429, -0.55573], [-2.22268, -3.95206, -8.11514], [-1.86737, -1.64254, -7.00023], [6.88124, 7.13102, -0.63370], [-5.98105, -3.91564, 3.50120], [8.08814, 6.39499, 1.37688], [-2.61902, -5.27963, 8.30710], [-5.69213, -5.15576, -7.79162], [-2.21239, -2.90820, 8.05718], [-7.56487, 2.76273, 2.70224], [-2.30662, 8.33886, -0.01007], [-0.13208, -4.48250, 7.23008], [7.08038, -6.44393, 2.68834], [-1.63091, -4.16708, 8.46561], [-11.03450, 3.57977, 1.84055], [3.63835, 3.87062, 8.62622], [6.90355, 1.94633, -5.25017], [-2.58815, -10.63876, -0.05661], [-5.31454, -1.61061, -7.92003], [4.02030, -5.15557, -7.62787], [10.84414, 6.74747, 3.33926], [5.49099, -5.33725, -5.64803], [-9.62532, 2.23351, 2.87357], [4.54431, 9.52722, 1.34716], [3.97596, 9.35622, -1.18168], [6.70363, 2.11465, -7.23418], [-1.25241, -2.07976, 0.56131], [-2.93039, -3.48001, -9.57366], [8.51687, -3.82412, 2.69403], [-10.10807, 3.58697, 2.41482], [-5.26830, -2.44722, -9.51277], [-3.19861, -10.72574, -1.20493], [9.17697, 4.23288, 1.84395], [7.41824, 4.53360, 0.54163], [1.64178, -0.88825, -0.46048], [-2.92466, -0.89655, -8.46909], [1.29986, 2.14093, 1.42895], [5.16571, 8.79665, 0.85065], [9.17184, 8.03053, 2.28081], [-10.82744, -0.67159, 3.94289], [-1.54718, 0.21095, 1.02325], [7.41720, -3.99468, 1.75033], [7.26695, 0.57281, -4.94642], [-8.31706, -1.57636, 4.18164], [5.61533, 1.46023, 6.28608], [0.56709, -3.39288, 7.02348], [-8.11087, -6.11427, 4.10979], [1.27616, -1.34543, 1.18270], [-4.31730, -3.29821, -6.31240], [4.10304, -5.34309, -6.15003], [-10.17965, 4.21649, 3.30177], [-10.09715, 0.06612, 3.64479], [-7.78535, 0.74015, 3.39886], [6.41466, 2.80865, 7.66143], [0.68353, -5.41223, 7.72204], [-5.57179, -9.83384, -0.35045], [2.38305, 1.33272, 0.20952], [10.11509, 4.90042, 2.59145], [3.22716, 9.69048, -0.46357], [6.13972, 8.05919, 1.47633], [-9.19843, 3.84808, 1.87402], [-2.25283, -1.74700, -8.35297], [2.10406, -7.06906, -6.10358], [-3.50681, -3.79539, -5.77948], [-6.72985, 0.51288, 3.37333], [-4.26157, 10.31581, -1.26187], [-2.75983, 7.63403, -2.32689], [-1.09271, -4.23060, 9.82548], [5.73166, -5.01073, 3.51683], [-3.94382, -8.11937, -0.91802], [-4.32071, -3.48967, -7.84302], [-7.68258, -4.23520, 4.68995], [-2.33549, -10.42577, -2.16554], [0.58814, 0.72191, -1.76453], [3.40900, -7.11695, -4.37939], [-11.54214, 1.56555, 2.96706], [11.00028, 4.41724, 4.41643], [-4.56483, -9.36016, -1.33989], [3.66339, 3.26959, 7.29593], [7.66435, 6.72745, -1.25842], [-9.86263, -1.98655, 5.63667], [7.68971, 1.36392, -7.82631], [-5.54657, 8.70514, -2.09304], [7.85030, -4.47365, 0.42401], [-6.86634, -3.46170, 3.92143], [-6.40259, -6.08793, 4.44291], [-4.77370, 9.03782, -1.09867], [0.02990, -2.77983, -0.68675], [5.83734, 7.83783, -1.24886], [0.83176, -0.95914, 0.26543], [-5.40803, -2.56500, -8.43820], [-9.09235, -2.41151, 5.01018], [3.92279, 4.26708, 6.22028], [-9.35723, -4.47715, 5.77269], [9.14355, 6.96637, 2.09875], [5.54584, 2.28521, -4.70554], [2.55994, 2.41095, 7.05009], [-0.78461, -1.37133, -1.28909], [-5.44971, 9.05264, 0.08905], [-4.05349, -5.65552, -7.66214], [9.28768, 3.15896, 1.87280], [-1.00486, 0.80587, -1.06979], [-7.61276, -6.00304, 5.78999], [5.29024, 2.14006, 7.45125], [-4.23979, -2.23955, -6.06477], [7.98468, 2.89168, -4.94586], [5.03352, 8.62281, -0.49318], [-7.16284, -2.12851, 3.67181], [-10.52235, 1.30308, 3.20694], [-7.36069, -5.68967, 4.77689], [-5.04894, -9.32013, -2.72871], [4.41511, 10.22976, -1.66354], [2.22019, 0.77788, 1.91295], [-3.30102, 7.77682, -0.96006], [-8.73209, -0.19417, 3.78826], [-8.27310, 2.00466, 3.00244], [-0.61044, -4.98697, 6.07679], [-6.43148, -2.88916, -8.24959], [5.57166, 1.53486, -7.69069], [-4.69848, -4.95452, -8.19194], [-8.78573, -3.74552, 5.22087], [1.70358, 1.20138, 1.05165], [3.38790, -6.95714, -5.65990], [11.19453, 4.21459, 3.36319], [0.02020, 1.15304, -0.94010], [4.11721, -7.83175, -6.28967], [8.19015, 5.01134, 1.12672], [6.95763, 7.19916, 0.76787], [5.65608, 7.82564, -2.31348], [6.91811, 3.39350, -7.54908], [-0.99572, 1.79136, 1.51707], [-1.37609, -1.74170, -9.00058], [6.51680, -2.82837, 1.66904], [-0.29639, -1.77901, -0.40393]],
  "lowdin_charge": [-0.419, 0.123, 0.104, 0.105, 0.115, -0.009, 0.145, -0.044, 0.119, 0.111, 0.105, 0.112, 0.096, -0.705, 0.133, 0.131, -0.323, 0.011, 0.118, 0.099, -0.402, 0.136, -0.079, 0.076, 0.163, -0.115, -0.420, 0.104, -0.385, 0.154, -0.386, -0.661, 0.128, 0.473, 0.114, -0.368, 0.490, 0.153, 0.095, -0.393, 0.154, -0.347, -0.079, 0.156, 0.031, -0.589, -0.071, 0.120, -0.372, 0.066, 0.107, -0.694, 0.110, 0.141, 0.140, 0.118, 0.096, 0.040, 0.133, 0.132, 0.083, 0.473, -0.338, -0.116, 0.048, 0.146, 0.117, 0.151, 0.004, 0.514, 0.117, 0.054, 0.071, 0.098, 0.120, -0.408, 0.111, -0.075, 0.112, 0.046, 0.102, -0.180, 0.082, 0.115, 0.135, 0.068, -0.387, -0.365, 0.139, -0.375, -0.292, -0.066, 0.116, 0.110, 0.179, 0.152, 0.117, 0.474, 0.453, 0.149, 0.134, 0.066, 0.149, -0.365, 0.070, 0.129, -0.614, 0.142, 0.051, -0.055, 0.009, 0.052, -0.412, 0.160, 0.030, -0.425, -0.330, 0.114, 0.076, 0.113, 0.158, 0.087, 0.115, -0.622, 0.092, -0.402, -0.088, 0.053, 0.009, 0.066, -0.384, 0.117, 0.120, 0.496, -0.115, 0.066, 0.092, 0.102, 0.099, 0.021, 0.015, 0.022, -0.758, 0.043, 0.063, 0.142, 0.095, -0.115, 0.159, 0.099, 0.108, 0.133, -0.393, -0.233]
}



Record 2
{
  "formula": "C54H66ClNO23",
  "method": "wB97M-V/def2-TZVPD",
  "homo_ha": -0.349,
  "max_force_ha_per_bohr": 0.077,
  "smiles": "CCCCCCCCCCCCCC[C@](CCN)(CCCCl)OC(=O)C[C@H]1CO1.O=C1C=C(O)C(=O)C=C1O.O=C1C=C(O)C(=O)C=C1O.O=C1C=C(O)C(=O)C=C1O.O=C1C=C(O)C(=O)C=C1O.O=C1C=C(O)C(=O)C=C1O",
  "elements": ["H", "C", "C", "H", "H", "H", "C", "H", "C", "O", "H", "H", "C", "C", "H", "O", "H", "C", "O", "H", "C", "C", "H", "C", "H", "H", "C", "H", "O", "C", "H", "H", "C", "C", "O", "H", "O", "C", "C", "C", "O", "H", "H", "C", "C", "C", "H", "C", "C", "O", "H", "H", "C", "H", "H", "H", "H", "H", "H", "H", "C", "H", "H", "O", "O", "H", "C", "O", "O", "C", "H", "O", "H", "O", "O", "H", "O", "H", "C", "C", "H", "C", "H", "C", "H", "O", "O", "C", "C", "H", "C", "Cl", "H", "H", "C", "C", "H", "C", "C", "C", "C", "H", "O", "H", "C", "H", "H", "C", "H", "H", "H", "C", "C", "H", "O", "C", "C", "C", "H", "H", "H", "C", "O", "H", "H", "H", "H", "C", "O", "H", "C", "H", "H", "C", "C", "C", "H", "N", "H", "H", "H", "H", "O", "C", "C"],
  "coordinates": [[5.94413, 1.28000, -0.43975], [-3.15736, -2.11824, -9.86280], [-0.55961, 3.85257, 4.49256], [0.64578, 2.26533, 1.55886], [-3.95350, 0.56064, -7.73650], [2.78026, -4.63404, 4.14496], [-13.98169, 6.85954, 3.27322], [1.04945, -4.43553, 0.07760], [1.07298, -1.76698, 3.82463], [-10.30438, 5.59402, 2.08258], [-11.43856, 4.48870, 0.80312], [0.29492, -2.47428, 3.55044], [-11.50851, 7.02654, 3.51737], [12.38513, -0.90675, 1.10859], [4.59924, 3.16127, -0.99506], [-3.81279, -2.87006, -10.73486], [-0.40984, 0.83163, 3.06938], [-12.73157, 7.42504, 3.89563], [-6.37674, 5.98673, -1.55266], [1.63690, -3.44819, -4.90711], [2.66939, -5.63569, -0.74909], [-7.50815, 5.28401, 0.36350], [2.47851, -7.67089, -1.32788], [4.13030, 2.41459, -0.36078], [-1.42358, -6.79711, -0.69188], [5.35318, -4.40294, 0.21553], [-3.98368, -1.04624, -9.20302], [-0.00626, -0.41411, 0.35086], [-1.40386, 0.37375, -7.03915], [-1.38576, 6.04242, 5.33448], [4.92855, -4.90074, -2.72734], [4.62797, 0.61003, -1.40470], [-7.53300, 5.11876, 1.69167], [-0.38681, -2.41899, -4.90283], [2.50447, -5.14025, -2.10660], [0.22429, -4.64131, -3.09482], [-15.05041, 7.26351, 3.68831], [-5.22205, 6.16890, 1.78970], [-0.20987, -0.05252, 2.46860], [-1.85815, -2.28618, -9.58080], [0.65566, -1.64730, -4.29783], [-1.25160, 7.05163, 5.69654], [-0.48369, 0.04706, -7.02006], [10.38858, -1.61093, -0.05291], [0.69675, -3.68832, -2.87930], [-6.32675, 5.88926, -0.34085], [2.61314, 1.12961, 1.10120], [1.87066, -6.99267, -0.73132], [-12.61831, 5.47919, 1.83684], [10.47851, -3.48327, -1.53181], [10.50034, 0.04312, 1.36029], [4.10130, -6.49213, 0.51896], [0.58022, 1.61357, 0.69123], [-10.60516, 7.42292, 3.95900], [3.98537, -4.87676, 2.20628], [1.79393, 0.15831, 3.24506], [-4.51496, 6.36202, 3.50062], [0.75942, -1.31074, 4.76404], [-1.33679, 0.68616, 0.80017], [1.88517, -5.45516, 1.17715], [-0.35492, 5.25364, 5.00131], [13.05833, -3.66429, -0.95663], [-1.25568, -3.05035, -10.05083], [0.43123, 3.21110, 4.19573], [2.76525, -2.86302, -2.00748], [-0.20534, -2.67246, -5.93471], [-6.39403, 5.53174, 2.48771], [14.36427, -2.06563, 0.68177], [-12.40767, 4.58859, 0.87819], [-2.74073, 5.54466, 5.20892], [0.09120, 2.15610, -0.11670], [-3.72939, 6.20792, 5.47096], [6.17682, -5.75079, -0.44229], [0.90885, 5.63776, 5.08885], [-4.20605, 3.71693, 4.65242], [13.99637, -0.48991, 1.91720], [-6.33289, 5.39375, 3.69714], [0.09470, -3.00620, -2.29097], [13.17643, -1.99040, 0.42700], [2.04359, -4.77376, 0.34723], [1.44419, 4.88027, 4.78376], [-1.21615, -1.41831, -8.61059], [0.52827, -6.67215, -2.40726], [11.07740, -0.73300, 0.87807], [-0.69148, -5.37830, -0.90596], [-5.15121, -0.95322, -9.53150], [-0.04083, -1.49217, -8.30628], [0.50001, -6.99729, -1.37109], [-13.84123, 5.87385, 2.21640], [9.55800, -3.15017, -1.52406], [2.07701, -3.85527, -2.26369], [7.21106, -4.49684, -2.44478], [2.06712, -2.82118, 1.17422], [-2.04887, 2.33383, 4.03903], [2.81293, -3.56713, 0.91659], [11.17314, -2.70961, -0.71515], [2.13011, 3.20929, -0.68508], [4.10549, -6.08697, -0.49191], [-1.91466, 3.34759, 4.38909], [1.98579, 1.22710, 0.21754], [4.88005, 1.08464, -0.45740], [1.94957, 0.25175, -0.25892], [9.20998, -1.51495, -0.32981], [0.19119, -8.04094, -1.41181], [5.47553, -4.42750, -1.92719], [1.83453, -7.37550, 0.28117], [-14.74318, 5.48698, 1.76433], [-11.37281, 6.02576, 2.47885], [1.65582, -0.93189, 1.90265], [4.33540, -6.92835, -1.13970], [-13.90671, 8.43038, 4.91149], [-2.04808, -0.36312, -7.93028], [-3.34728, -0.19421, -8.21638], [-8.36198, 4.67881, 2.20616], [13.08229, -0.14845, 1.94409], [5.29246, -5.13378, -0.58399], [-0.30963, 0.39698, 1.00973], [3.52360, -3.89420, 2.23864], [2.38800, -2.68957, 5.19152], [-4.72889, -2.53247, -10.74731], [-4.36097, 6.78212, -0.05408], [2.39637, -2.49933, 4.12055], [-12.93803, 8.33384, 4.83536], [-4.78766, 4.44978, 4.93842], [4.18208, 2.75208, 0.67573], [-0.99253, -0.78737, 2.64610], [3.50801, -3.11202, 0.22300], [-2.94942, 4.13306, 4.72432], [-8.50943, 4.92711, -0.43571], [2.63543, 1.84895, -1.72107], [2.64732, 2.25577, -0.71047], [1.52916, -4.11004, 3.05604], [5.24419, -3.37806, -1.83572], [2.52630, -3.86797, 3.41788], [-5.19636, 6.32847, 0.45985], [12.48403, -2.87988, -0.48505], [-1.11953, -2.85163, -4.24290], [-0.54036, -6.32266, -0.58026], [-8.22143, 5.15509, -1.33999], [4.58143, 0.40081, 0.32726], [3.25767, -1.86186, 3.93967], [4.26997, -3.13415, 2.45069], [-4.23577, 6.56310, 2.58423], [1.16752, -0.62637, 2.82579], [0.88454, -3.00741, -4.24497]],
  "lowdin_charge": [0.066, -0.238, -0.307, 0.101, 0.136, 0.102, -0.314, 0.108, -0.210, 0.090, 0.119, 0.105, 0.080, -0.240, 0.099, 0.118, 0.080, -0.235, 0.108, 0.158, -0.391, -0.231, 0.113, -0.271, 0.063, 0.097, -0.317, 0.100, 0.120, 0.080, 0.063, 0.074, 0.066, -0.064, 0.021, 0.110, 0.111, -0.224, -0.200, 0.073, -0.021, 0.138, 0.121, -0.316, -0.032, -0.313, 0.092, -0.123, -0.233, 0.102, 0.135, 0.126, -0.194, 0.137, 0.096, 0.117, 0.081, 0.109, 0.101, 0.119, -0.233, 0.135, 0.135, 0.099, 0.116, 0.097, -0.285, 0.103, 0.122, -0.313, 0.104, 0.097, 0.089, 0.123, 0.116, 0.119, 0.100, 0.139, -0.319, -0.106, 0.121, -0.320, 0.095, 0.073, 0.045, 0.108, 0.098, -0.261, 0.076, 0.076, -0.418, 0.564, 0.093, 0.128, -0.172, -0.238, 0.103, -0.120, 0.080, -0.219, -0.107, 0.106, 0.110, 0.113, -0.538, 0.124, 0.136, -0.291, 0.084, 0.121, 0.122, -0.239, 0.074, 0.109, 0.114, -0.238, -0.204, -0.191, 0.098, 0.121, 0.136, -0.188, 0.122, 0.099, 0.102, 0.106, 0.091, -0.229, 0.110, 0.107, -0.212, 0.096, 0.057, -0.194, 0.077, 0.073, 0.108, 0.015, 0.118, 0.060, 0.107, 0.105, 0.115, -0.209, -0.303]
}